DFT (ωB97M-V/def2-TZVPD) results for a gas-phase ion, C6H11N2 (charge +1).

## Properties
HOMO (eV): -13.9
Gap between HOMO and LUMO (eV): 10.3
SMILES: C=CCC[NH+]=C=NC
Relative energy (zero: lowest compared OMol25 entry of this formula, charge and spin) (eV): 4.023
LUMO level (eV): -3.63

The geometry in ORCA input format:
```
! RIJCOSX wB97M-V def2-TZVPD def2/J DEFGRID3
* xyz 1 1
C -0.30 1.57 2.10
C 0.28 0.56 2.69
C 0.30 -0.83 2.05
C -0.45 -0.88 0.68
N 0.11 0.07 -0.26
C -0.06 -0.06 -1.48
N -0.19 -0.03 -2.65
C 0.20 -0.22 -3.94
H -0.92 1.35 1.36
H -0.21 2.51 2.52
H 0.90 0.74 3.60
H -0.25 -1.53 2.62
H 1.41 -1.19 2.07
H -0.61 -1.87 0.24
H -1.40 -0.50 0.91
H 0.56 0.96 0.28
H -0.10 0.63 -4.54
H 1.20 -0.40 -3.84
H -0.46 -0.87 -4.42
*
```

natural (NBO) atomic charge list, values in e, 5 entries:
1. C -0.451
2. C -0.119
3. C -0.462
4. C -0.222
5. N -0.609

---

DFT (ωB97M-V/def2-TZVPD) results for 2 unconnected molecules or ions with the total composition C6H11N2.

## Properties
HOMO (eV): -12.8
Gap between HOMO and LUMO (eV): 6.5
Relative energy (zero: lowest compared OMol25 entry of this formula, charge and spin) (eV): 2.837
LUMO level (eV): -6.32

The geometry in ORCA input format:
```
! RIJCOSX wB97M-V def2-TZVPD def2/J DEFGRID3
* xyz 1 1
C -1.86 -1.49 -0.36
C -0.53 -0.94 -0.81
C 0.29 -0.34 0.16
C -0.17 -0.04 1.47
N 0.92 0.56 2.13
C 2.06 0.66 1.26
C 1.68 -0.02 0.11
N -1.42 1.39 -2.91
H -1.87 -1.89 0.66
H -2.14 -2.34 -1.06
H -0.09 -1.52 -1.62
H -0.87 0.87 -2.23
H -1.12 -0.20 1.94
H 0.70 1.04 3.00
H 2.99 0.97 1.64
H 2.21 -0.08 -0.82
H -2.64 -0.69 -0.36
H -2.19 0.99 -3.43
H -0.85 1.92 -3.54
*
```

natural (NBO) atomic charge list, values in e, 5 entries:
1. C -0.718
2. C 0.173
3. C -0.221
4. C 0.152
5. N -0.452

---

DFT (ωB97M-V/def2-TZVPD) results for 2 unconnected molecules or ions with the total composition C6H11N2O.

## Properties
HOMO (eV): -12.6
Gap between HOMO and LUMO (eV): 8.5
Relative energy (zero: lowest compared OMol25 entry of this formula, charge and spin) (eV): 4.809
LUMO level (eV): -4.16

The geometry in ORCA input format:
```
! RIJCOSX wB97M-V def2-TZVPD def2/J DEFGRID3
* xyz 1 1
C 0.67 1.36 0.20
C -0.98 -0.56 -0.03
C 1.79 0.52 -0.07
C -0.23 0.39 -0.69
C -1.23 -1.06 2.22
C -0.04 0.48 -2.16
N -2.42 -1.48 2.35
N 2.25 -0.31 0.87
O -0.20 -0.98 2.77
H 0.77 2.31 -0.17
H -1.49 -1.26 -0.58
H 2.23 0.48 -1.05
H 0.58 1.29 -2.52
H -1.03 0.53 -2.64
H 0.52 -0.38 -2.52
H -3.22 -1.28 1.84
H -2.85 -1.66 3.33
H 1.93 -0.22 1.83
H 2.92 -1.17 0.72
H 0.14 1.18 1.22
*
```

natural (NBO) atomic charge list, values in e, 5 entries:
1. C -0.502
2. C -0.288
3. C 0.305
4. C -0.077
5. C 0.857

---

DFT (ωB97M-V/def2-TZVPD) results for 2 unconnected molecules or ions with the total composition C6H11N2O.

## Properties
HOMO (spin up / spin down) (eV): -13.6 / -13.6
Gap between HOMO and LUMO (spin up / spin down) (eV): 7.9 / 7.9
Relative energy (zero: lowest compared OMol25 entry of this formula, charge and spin) (eV): 4.562
LUMO level (spin up / spin down) (eV): -5.71 / -5.71

The geometry in ORCA input format:
```
! RIJCOSX wB97M-V def2-TZVPD def2/J DEFGRID3
* xyz 1 1
C 0.64 -0.64 -0.70
C 0.69 1.59 1.43
C 0.02 -1.85 1.13
C -1.09 -0.76 0.90
C 1.39 0.01 -1.82
C -1.30 1.00 -0.82
N 0.84 -1.69 -0.06
N -0.37 0.11 -0.02
O 0.15 1.36 2.41
H 1.41 2.29 1.02
H 0.63 -1.84 2.07
H -0.33 -2.90 1.29
H -1.99 -1.12 0.46
H -1.33 -0.24 1.77
H 0.92 -0.09 -2.74
H 2.50 -0.11 -1.90
H 1.56 1.12 -1.57
H -1.35 1.95 -0.12
H -0.79 1.30 -1.75
H -2.21 0.49 -0.95
*
```

natural (NBO) atomic charge list, values in e, 5 entries:
1. C 0.392
2. C 0.661
3. C -0.286
4. C -0.260
5. C -0.683

---

DFT (ωB97M-V/def2-TZVPD) results for a gas-phase ion, C6H11N2O2 (charge +1).

## Properties
HOMO (eV): -12.5
Gap between HOMO and LUMO (eV): 8.9
SMILES: O[C@H]1NOC2=C1CC[NH2+]C2
Relative energy (zero: lowest compared OMol25 entry of this formula, charge and spin) (eV): 5.293
LUMO level (eV): -3.57

The geometry in ORCA input format:
```
! RIJCOSX wB97M-V def2-TZVPD def2/J DEFGRID3
* xyz 1 1
O 2.81 1.28 0.87
C 2.47 0.60 -0.24
N 2.89 -0.78 -0.37
O 1.91 -1.67 -0.04
C 0.71 -0.95 -0.01
C 0.73 0.36 -0.23
C -0.42 1.24 -0.34
C -1.69 0.43 -0.06
N -1.52 -0.79 0.71
C -0.52 -1.75 0.19
H 2.69 0.69 1.57
H 2.66 1.24 -1.02
H 3.22 -1.11 -1.26
H -0.36 2.01 0.37
H -0.28 1.59 -1.42
H -2.61 1.18 0.20
H -2.01 0.03 -1.08
H -2.43 -1.22 0.89
H -1.29 -0.62 1.70
H -0.98 -2.18 -0.84
H -0.30 -2.51 0.93
*
```

natural (NBO) atomic charge list, values in e, 5 entries:
1. O -0.657
2. C 0.262
3. N -0.339
4. O -0.333
5. C 0.182

---

DFT (ωB97M-V/def2-TZVPD) results for 2 unconnected molecules or ions with the total composition C6H11N2O2.

## Properties
HOMO (eV): -15.0
Gap between HOMO and LUMO (eV): 10.4
Relative energy (zero: lowest compared OMol25 entry of this formula, charge and spin) (eV): 4.640
LUMO level (eV): -4.60

The geometry in ORCA input format:
```
! RIJCOSX wB97M-V def2-TZVPD def2/J DEFGRID3
* xyz 1 1
C 0.81 4.21 1.11
C -0.80 -1.69 -1.15
C -1.39 -1.17 0.17
C 0.07 -0.60 -1.77
C -0.20 -0.92 1.18
C 1.19 -0.24 -0.77
N 0.63 0.06 0.55
N 0.74 1.23 0.97
O 1.06 5.30 1.02
O 0.06 1.58 2.02
H 0.34 2.53 2.16
H -0.20 -2.62 -1.11
H -1.65 -1.80 -1.74
H -1.98 -0.29 -0.16
H -2.12 -1.76 0.80
H 0.59 -1.04 -2.59
H -0.56 0.30 -2.04
H -0.82 -0.75 2.04
H 0.34 -1.85 1.15
H 1.90 -1.02 -0.80
H 1.97 0.54 -1.06
*
```

natural (NBO) atomic charge list, values in e, 5 entries:
1. C 0.457
2. C -0.416
3. C -0.389
4. C -0.401
5. C -0.308